1.
ORCA calculation (ωB97M-V/def2-TZVPD) on a structure of composition C27H34N7OSeSiTl at a distorted geometry.

CARTESIAN COORDINATES (ANGSTROEM)
H (1.94, -0.82, 5.24)
C (1.96, -0.24, 3.13)
H (3.73, -4.41, -3.25)
C (2.81, 0.29, -1.24)
N (-2.61, 1.17, 0.59)
C (1.68, -3.82, -3.72)
H (5.73, -0.28, 3.41)
H (5.86, 1.41, -2.33)
H (0.74, 2.07, -1.65)
C (1.32, -3.06, -1.66)
H (4.52, -3.60, -1.13)
H (1.55, -0.93, -2.40)
N (-4.79, 1.58, 1.36)
C (2.51, -0.55, 4.39)
H (0.83, -0.24, 3.11)
N (0.75, -3.27, -2.83)
C (4.68, -0.30, 3.33)
C (0.55, 2.57, -0.73)
H (-3.65, 2.97, 3.03)
H (-5.27, 1.75, 2.24)
H (-0.51, 5.67, 0.34)
C (3.88, -0.47, 4.54)
C (4.04, 1.02, -1.23)
N (-6.59, 0.12, 0.97)
H (-8.68, -0.28, 0.77)
H (3.35, -4.21, 0.16)
C (2.48, -0.39, -2.42)
O (0.50, -0.78, 0.01)
N (-5.24, 0.88, -0.81)
C (3.54, -3.48, -0.67)
H (-5.67, -0.30, 2.78)
H (-0.84, -1.82, -2.93)
C (4.46, 0.36, -3.56)
C (-0.50, -2.74, -3.39)
H (3.56, -2.48, -0.22)
N (-3.06, 2.30, 2.63)
Tl (-3.16, 1.63, -1.76)
H (-2.09, 2.57, 2.66)
H (-6.69, -1.54, 2.07)
C (0.01, 3.88, -0.73)
C (-5.58, 0.84, 0.45)
H (5.05, 0.46, -4.46)
C (-0.21, 4.64, 0.40)
Se (0.36, -2.51, -0.08)
C (0.85, 1.94, 0.44)
C (4.90, 0.95, -2.36)
C (-3.43, 1.68, 1.47)
H (-7.60, -1.29, -0.21)
H (-1.64, 1.31, 0.87)
H (2.90, -0.69, -4.57)
C (0.65, 2.65, 1.63)
H (1.43, -4.01, -4.72)
C (4.12, 0.00, 2.10)
H (1.05, 2.31, 2.58)
H (-1.24, -3.54, -3.18)
H (-7.90, 0.43, -0.71)
C (3.28, -0.35, -3.60)
N (2.54, -3.60, -1.70)
H (-0.03, 4.41, 2.60)
H (-0.08, 4.31, -1.70)
C (-7.77, -0.27, 0.14)
C (2.82, -3.95, -3.00)
Si (1.71, 0.24, 0.34)
H (-0.26, -2.63, -4.45)
H (4.29, 1.60, -0.37)
H (4.36, -0.60, 5.48)
C (2.72, 0.10, 2.01)
H (-7.53, -0.28, 2.82)
H (-5.68, 0.10, -1.33)
H (4.78, 0.04, 1.19)
C (0.09, 3.97, 1.58)
C (-6.60, -0.49, 2.26)

The value obtained for the LUMO energy is -5.50 eV. The calculation puts the HOMO energy at -0.4930 Ha. Its molar mass is 784.05 g mol⁻¹. The value obtained for the energy above the lowest of the compared OMol25 structures with the same formula, charge and spin is 0.000 eV. Its HOMO-LUMO gap is 0.2908 hartree. As for the net charge: +2.

Mulliken charges, unit e, in atom order:
1. H 0.4441
2. C -0.1781
3. H 0.5220
4. C 0.4958
5. N -0.5209
6. C -0.4454
7. H 0.4182
8. H 0.4664
9. H 0.5518
10. C -0.6328
11. H 0.3190
12. H 0.3630
13. N -0.2706
14. C -0.7623
15. H 0.3066
16. N 0.3586
17. C -0.5795
18. C -0.2996
19. H 0.2572
20. H 0.3346
21. H 0.5510
22. C -0.7260
23. C -0.6555
24. N 0.0126
25. H 0.3459
26. H 0.2711
27. C 0.2955
28. O -0.5343
29. N -0.6780
30. C -0.6651
31. H 0.3978
32. H 0.3126
33. C -0.5202
34. C -0.7881
35. H 0.2554
36. N -0.4372
37. Tl 0.6270
38. H 0.1832
39. H 0.3874
40. C -0.6208
41. C 0.5370
42. H 0.4225
43. C -0.9677
44. Se 0.1928
45. C 0.2574
46. C -1.0639
47. C 0.5654
48. H 0.3996
49. H 0.0014
50. H 0.4039
51. C -0.5329
52. H 0.5452
53. C -0.3742
54. H 0.3755
55. H 0.3382
56. H 0.3672
57. C -0.4870
58. N 0.4494
59. H 0.4104
60. H 0.4944
61. C -1.1064
62. C -0.5038
63. Si 0.3270
64. H 0.3141
65. H 0.6867
66. H 0.4621
67. C 0.8223
68. H 0.2634
69. H 0.2331
70. H 0.2532
71. C -0.2820
72. C -0.9666

***

2.
ORCA calculation (ωB97M-V/def2-TZVPD) on a structure of composition C27H35AsN7O2S2Ti.

CARTESIAN COORDINATES (ANGSTROEM)
H (1.88, -2.90, -1.59)
H (-0.84, 2.59, -2.25)
C (1.98, -1.86, -1.91)
H (-2.21, 1.85, -1.67)
H (1.33, -5.99, -0.35)
C (-2.03, -1.21, 2.52)
C (2.96, 0.50, 3.73)
H (1.28, -3.25, -3.85)
H (-0.21, -3.97, -3.21)
N (-2.58, 5.54, -0.41)
H (-4.84, 0.40, 3.52)
C (-4.13, -0.41, 3.38)
S (2.48, 0.52, 1.02)
H (-2.19, -2.00, -2.67)
H (5.07, 4.42, -2.73)
C (-0.24, -4.52, -0.30)
H (4.90, 2.73, -3.19)
C (-1.43, 3.82, 0.52)
H (2.42, -1.29, -1.10)
H (3.92, 0.95, 3.47)
H (-2.73, 0.82, 2.31)
S (-0.62, 2.84, 1.60)
N (3.33, 3.55, -2.03)
H (-3.64, 3.89, -2.91)
N (-1.37, 2.36, -1.42)
C (-2.95, -0.18, 2.70)
H (-0.91, -5.11, -0.91)
As (-0.37, -0.78, 1.61)
H (-1.94, 5.57, 1.55)
H (2.13, -2.50, 1.99)
H (2.84, -4.68, 1.10)
H (3.93, 4.00, -4.00)
C (2.23, 2.79, -2.12)
C (0.52, -0.63, 4.40)
C (0.20, -3.13, -3.78)
H (2.77, 1.96, -3.92)
H (-5.34, -1.85, 4.41)
C (0.21, -2.55, 1.03)
O (0.24, -0.26, -1.62)
H (-1.82, -1.58, -4.36)
H (1.37, 1.33, -3.19)
C (0.84, -0.40, 3.07)
H (-3.42, 5.64, -2.86)
C (0.63, -1.29, -2.23)
H (-3.72, -3.68, 4.10)
C (-0.63, -3.29, 0.19)
H (-1.62, -2.92, -0.06)
C (1.86, -4.29, 0.84)
N (2.01, 2.10, -3.28)
C (-4.41, -1.67, 3.88)
C (2.06, 0.18, 2.71)
C (-2.92, 4.69, -2.71)
C (-1.52, -1.43, -3.32)
N (-0.14, -1.86, -3.15)
H (3.45, 3.98, -1.13)
H (3.36, 0.53, 5.82)
C (-2.43, 4.63, -1.31)
O (1.41, 2.74, -1.18)
C (1.02, -5.03, 0.02)
C (4.35, 3.67, -3.05)
H (1.18, -0.47, 6.44)
C (2.65, 0.27, 5.05)
C (1.42, -0.29, 5.40)
C (-3.50, -2.70, 3.70)
H (-0.43, -1.06, 4.67)
C (-2.31, -2.47, 3.03)
H (-1.60, -3.28, 2.91)
N (-1.97, 5.03, 0.70)
H (2.63, -1.84, -2.79)
N (-1.74, 3.55, -0.79)
Ti (0.37, 1.13, -0.11)
C (1.46, -3.06, 1.35)
H (-2.10, 4.61, -3.41)
H (-0.21, -3.14, -4.79)
H (-1.61, -0.37, -3.07)

The value obtained for the LUMO energy (spin up / spin down) is -2.43 / -2.45 eV. The expectation value of S² is 2.01. The calculation puts the HOMO energy (spin up / spin down) at -0.3175 / -0.3438 Ha. Its molar mass is 676.55 g mol⁻¹. As for the spin multiplicity: 3. The value obtained for the energy above the lowest of the compared OMol25 structures with the same formula, charge and spin is 0.111 eV. Its HOMO-LUMO gap (spin up / spin down) is 0.2281 / 0.2538 hartree. As for the net charge: +1.

Mulliken charges, unit e, in atom order:
1. H 0.3669
2. H 0.2520
3. C -1.2905
4. H 0.3098
5. H 0.3871
6. C -0.0718
7. C -0.7644
8. H 0.3690
9. H 0.2497
10. N -0.8178
11. H 0.4066
12. C -0.6435
13. S -0.5310
14. H 0.2821
15. H 0.3193
16. C -0.8365
17. H 0.3362
18. C 0.0815
19. H -0.0430
20. H 0.4770
21. H 0.1749
22. S -0.4350
23. N -0.1892
24. H 0.2954
25. N -0.8255
26. C -0.3041
27. H 0.5462
28. As 1.5590
29. H 0.1853
30. H 0.3883
31. H 0.4131
32. H 0.3331
33. C 0.5567
34. C -0.5190
35. C -0.8866
36. H 0.3041
37. H 0.3829
38. C -0.0571
39. O 0.0758
40. H 0.4049
41. H 0.0604
42. C 0.0671
43. H 0.3598
44. C 0.7832
45. H 0.4073
46. C -0.1862
47. H 0.5910
48. C -0.7694
49. N -0.3707
50. C -0.4914
51. C 0.5798
52. C -1.2429
53. C -0.8935
54. N 0.2187
55. H 0.2680
56. H 0.3817
57. C 0.9728
58. O -0.3593
59. C -0.6532
60. C -1.0296
61. H 0.4059
62. C -0.5967
63. C -0.7907
64. C -0.6894
65. H 0.3951
66. C -0.2303
67. H 0.4420
68. N 0.2676
69. H 0.5321
70. N 0.3877
71. Ti 0.5996
72. C -0.3659
73. H 0.2937
74. H 0.3140
75. H 0.1004

***

3.
ORCA calculation (ωB97M-V/def2-TZVPD) on a structure of composition C27H35BeBr at a distorted geometry.

CARTESIAN COORDINATES (ANGSTROEM)
H (4.09, -1.00, 0.36)
H (-0.84, -2.59, 0.27)
H (2.10, 1.51, 2.20)
H (-0.15, 0.47, 3.86)
C (2.30, 1.84, 1.24)
C (-1.73, 0.75, -0.31)
C (-2.38, 4.99, -0.27)
C (-1.35, 3.07, -1.27)
H (-1.32, 0.15, 2.54)
C (0.50, -1.03, 2.41)
C (-0.24, -2.42, -2.56)
H (0.08, 1.17, 2.27)
H (-2.29, -3.05, -1.91)
H (-1.01, 5.08, -1.94)
H (-2.51, -0.98, 0.51)
H (-0.66, -2.13, 3.89)
H (-1.42, -2.16, 2.31)
H (3.70, 0.56, -1.65)
H (1.17, -4.04, -2.65)
C (-3.10, 4.18, 0.55)
H (0.09, -0.76, -3.83)
C (-3.01, 2.78, 0.42)
C (0.73, -1.07, 0.89)
C (0.36, -1.82, -3.82)
C (0.34, -1.75, -1.32)
C (-3.95, 1.95, 1.11)
H (-0.31, -4.49, -1.63)
C (2.77, 0.65, 0.32)
C (-1.77, -2.33, -2.58)
C (0.10, -3.93, -2.50)
C (-1.49, 4.41, -1.21)
C (3.95, -0.08, 0.95)
C (-0.41, -2.16, 2.81)
C (-0.24, 0.30, 2.81)
C (1.57, -0.28, 0.04)
H (4.06, 1.98, -0.75)
C (0.03, -1.99, 0.02)
H (1.64, -0.23, -2.29)
H (-2.17, -2.71, -3.54)
H (-4.76, 2.36, 1.66)
H (1.42, -1.91, -3.86)
H (2.44, 1.84, -1.49)
H (-2.19, -1.28, -2.55)
C (-2.69, 0.02, 0.27)
C (1.81, -1.18, 3.13)
H (2.49, -1.86, 2.74)
H (-0.07, -2.31, -4.70)
H (4.88, 0.49, 0.87)
C (3.23, 1.27, -0.99)
Be (-0.26, -0.07, -0.49)
Br (-0.18, 2.33, -2.56)
C (1.33, -0.75, -1.34)
H (1.60, -1.50, 4.19)
H (3.87, -0.43, 1.96)
H (3.17, 2.58, 1.28)
H (-0.02, -3.19, 2.58)
H (2.39, -0.32, 3.31)
H (-0.29, -4.46, -3.40)
H (1.46, 2.25, 0.70)
C (-2.05, 2.19, -0.38)
H (-3.82, 4.60, 1.29)
C (-3.85, 0.56, 0.95)
H (-2.52, 6.07, -0.20)
H (-4.59, -0.14, 1.34)

The value obtained for the LUMO energy is 0.64 eV. The calculation puts the HOMO energy at -0.2946 Ha. Its molar mass is 448.49 g mol⁻¹. The value obtained for the energy above the lowest of the compared OMol25 structures with the same formula, charge and spin is 0.000 eV. Its HOMO-LUMO gap is 0.3181 hartree.

Mulliken charges, unit e, in atom order:
1. H 0.3738
2. H 0.5299
3. H 0.2844
4. H 0.5532
5. C -1.6376
6. C 0.6901
7. C -0.5908
8. C 0.1666
9. H 0.3594
10. C 2.9163
11. C 2.1459
12. H 0.1756
13. H 0.3481
14. H 0.3779
15. H 0.4583
16. H 0.3918
17. H 0.2551
18. H 0.3362
19. H 0.4269
20. C -0.8834
21. H 0.3233
22. C 0.9171
23. C -0.3277
24. C -1.9858
25. C -0.2671
26. C -0.8597
27. H 0.2872
28. C 2.4651
29. C -1.4177
30. C -1.7412
31. C -0.5655
32. C -1.6336
33. C -1.9647
34. C -1.7225
35. C -0.3094
36. H 0.5471
37. C -0.8010
38. H 0.7779
39. H 0.4912
40. H 0.4373
41. H 0.4054
42. H 0.1999
43. H 0.1425
44. C -0.2806
45. C -2.1935
46. H 0.5253
47. H 0.4434
48. H 0.4145
49. C -1.9453
50. Be -1.0172
51. Br -0.1244
52. C 0.0486
53. H 0.4448
54. H 0.2485
55. H 0.4365
56. H 0.3574
57. H 0.3426
58. H 0.4314
59. H 0.3785
60. C 0.3908
61. H 0.3269
62. C -1.0821
63. H 0.3834
64. H 0.3947

***

4.
ORCA calculation (ωB97M-V/def2-TZVPD) on a structure of composition C27H35BiN9SSe3Te2 at a distorted geometry.

CARTESIAN COORDINATES (ANGSTROEM)
N (6.58, 15.99, 12.52)
H (11.23, 14.57, 9.34)
C (11.97, 14.23, 11.26)
H (14.90, 9.88, 11.44)
C (13.65, 17.83, 7.15)
H (5.92, 14.04, 13.29)
N (7.09, 18.29, 9.84)
N (11.09, 11.95, 11.04)
C (6.25, 14.29, 11.15)
H (12.86, 14.33, 13.25)
C (15.00, 16.55, 8.69)
Se (12.92, 22.56, 12.04)
C (12.39, 14.91, 12.43)
C (11.94, 8.26, 11.15)
C (14.25, 21.34, 8.40)
C (13.04, 10.78, 11.16)
H (16.27, 20.44, 8.12)
N (6.85, 15.32, 10.47)
N (11.70, 17.01, 11.64)
H (17.14, 22.16, 6.56)
H (11.57, 7.30, 11.18)
H (12.50, 20.34, 7.58)
H (14.19, 21.10, 9.45)
C (8.03, 19.76, 11.25)
H (7.07, 15.18, 9.49)
Bi (12.22, 19.90, 11.98)
C (13.58, 20.30, 7.52)
C (17.39, 15.67, 10.58)
N (7.86, 18.53, 11.88)
C (11.49, 15.03, 10.29)
C (13.90, 9.76, 11.20)
C (6.94, 16.33, 11.30)
H (8.54, 20.59, 11.75)
Te (13.06, 21.08, 15.66)
H (14.21, 18.74, 8.84)
H (13.88, 22.34, 8.11)
C (12.22, 16.27, 12.60)
H (16.00, 14.73, 8.10)
Se (11.30, 19.56, 14.49)
H (6.23, 13.31, 10.67)
H (14.45, 14.44, 8.96)
H (17.42, 16.80, 10.34)
C (15.38, 15.04, 8.93)
C (7.33, 17.71, 10.99)
C (12.06, 12.77, 11.18)
H (15.65, 21.46, 5.83)
N (13.28, 12.09, 11.28)
H (7.59, 20.25, 9.16)
S (12.96, 17.84, 5.64)
H (10.86, 17.07, 9.75)
C (7.56, 19.57, 10.00)
H (12.58, 16.78, 13.48)
C (11.12, 9.36, 11.10)
C (16.07, 22.03, 6.66)
N (13.98, 16.62, 7.73)
C (13.34, 8.48, 11.10)
H (16.27, 22.03, 8.89)
H (14.17, 12.53, 11.43)
H (15.47, 14.86, 11.09)
H (13.90, 20.43, 6.48)
H (14.02, 15.84, 7.05)
H (14.70, 17.01, 9.70)
H (15.80, 17.19, 8.40)
H (16.56, 13.82, 10.28)
H (8.09, 18.30, 12.82)
C (6.14, 14.70, 12.44)
Te (12.46, 23.29, 14.39)
H (14.06, 7.67, 11.27)
H (18.28, 15.40, 10.02)
Se (14.65, 19.21, 12.09)
N (13.91, 18.91, 7.88)
H (15.52, 22.95, 6.57)
H (10.06, 9.26, 11.20)
C (11.38, 16.42, 10.48)
C (16.14, 14.82, 10.21)
C (11.64, 10.64, 11.02)
H (17.62, 15.54, 11.61)
C (15.80, 21.45, 8.04)

The value obtained for the LUMO energy is 2.01 eV. The calculation puts the HOMO energy at -0.1613 Ha. Its molar mass is 1218.77 g mol⁻¹. The value obtained for the energy above the lowest of the compared OMol25 structures with the same formula, charge and spin is 0.345 eV. Its HOMO-LUMO gap is 0.2353 hartree. As for the net charge: -1.

Mulliken charges, unit e, in atom order:
1. N -0.5946
2. H 0.5406
3. C 1.1802
4. H 0.4271
5. C 0.0081
6. H 0.3492
7. N -0.6795
8. N -0.7698
9. C -0.2833
10. H 0.4228
11. C -0.2757
12. Se -0.4852
13. C -0.4086
14. C -0.7177
15. C -0.1734
16. C 0.9474
17. H 0.1347
18. N -0.0084
19. N 0.0846
20. H 0.3649
21. H 0.4909
22. H 0.3412
23. H -0.2468
24. C -0.4104
25. H 0.2307
26. Bi 0.9342
27. C -0.9172
28. C -1.4113
29. N 0.0635
30. C -0.2826
31. C -0.8747
32. C 0.3862
33. H 0.4878
34. Te -0.1090
35. H -0.0024
36. H 0.4300
37. C -0.5139
38. H 0.3955
39. Se -0.4969
40. H 0.3335
41. H 0.2201
42. H 0.2245
43. C -0.6856
44. C 0.2689
45. C -0.7027
46. H 0.3060
47. N 0.1316
48. H 0.4428
49. S -0.4452
50. H 0.4863
51. C -0.4510
52. H 0.3511
53. C -0.5068
54. C -1.1959
55. N -0.0277
56. C -0.4488
57. H 0.3758
58. H 0.1369
59. H 0.0140
60. H 0.3862
61. H 0.2987
62. H -0.0795
63. H 0.4530
64. H 0.4885
65. H 0.2375
66. C -0.3712
67. Te -0.0612
68. H 0.3090
69. H 0.3807
70. Se -0.6801
71. N 0.2908
72. H 0.3103
73. H 0.4247
74. C -0.9347
75. C -0.1375
76. C 0.1973
77. H 0.4034
78. C -0.3020

***

What is the formula in the first record? C27H34N7OSeSiTl